*w*
Molecular formula: C4H14N2OS
Method: DFT, the ωB97M-V functional and the def2-TZVPD basis

The geometry in ORCA input format:
```
! wB97M-V def2-TZVPD RIJCOSX def2/J DEFGRID3
* xyz 0 1
C 0.55 1.05 -0.49
N 0.27 0.37 0.78
C 1.35 0.49 1.75
N 1.06 -0.09 3.05
C 0.94 0.04 -1.61
C -0.01 -1.15 -1.65
S -1.36 -1.04 -2.84
H -0.35 1.61 -0.77
H 1.39 1.74 -0.33
H -0.56 0.78 1.19
H 1.70 1.51 2.01
H 2.20 -0.02 1.29
H 0.45 0.48 3.60
H 0.71 -1.03 2.90
H 0.93 0.55 -2.57
H 1.98 -0.24 -1.42
H 0.58 -1.95 -2.13
H -0.34 -1.43 -0.66
H -1.49 0.24 -3.09
H -2.78 -0.79 0.82
H -3.67 -0.81 -0.33
O -3.56 -0.32 0.50
*
```

As for the HOMO energy: -9.036 eV. The calculation puts the HOMO-LUMO gap at 9.8388 eV. Its structure (SMILES) is NCNCCCS.O. As for the molar mass: 138.2 g mol⁻¹.



*x*
Molecular formula: C4H14N2OS
Method: DFT, the ωB97M-V functional and the def2-TZVPD basis

The geometry in ORCA input format:
```
! wB97M-V def2-TZVPD RIJCOSX def2/J DEFGRID3
* xyz 0 1
C -0.53 1.64 -0.99
N -1.52 0.95 -0.17
C -1.19 0.71 1.21
N -1.21 -0.71 1.53
C 0.81 0.91 -1.15
C 0.68 -0.22 -2.20
S 1.37 -1.83 -1.72
H -0.93 1.89 -1.97
H -0.39 2.61 -0.49
H -1.81 0.09 -0.62
H -1.90 1.21 1.88
H -0.22 1.11 1.52
H -0.33 -1.15 1.74
H -1.89 -0.98 2.23
H 1.51 1.65 -1.54
H 1.15 0.51 -0.20
H -0.38 -0.38 -2.41
H 1.10 0.17 -3.13
H 0.77 -1.80 -0.53
H 1.44 -1.66 1.72
H 2.05 -2.73 2.66
O 1.42 -2.00 2.62
*
```

As for the HOMO energy: -8.541 eV. The calculation puts the HOMO-LUMO gap at 9.1133 eV. Its structure (SMILES) is NCNCCCS.O. As for the molar mass: 138.2 g mol⁻¹.



*y*
Molecular formula: C4H14N2OS
Method: DFT, the ωB97M-V functional and the def2-TZVPD basis

The geometry in ORCA input format:
```
! wB97M-V def2-TZVPD RIJCOSX def2/J DEFGRID3
* xyz 0 1
N -1.10 1.67 0.48
C -0.43 0.42 0.07
C -1.54 -0.14 -1.01
S -2.15 -1.67 -0.36
C 0.90 0.93 -0.60
N 2.01 0.00 -0.46
C 3.17 0.79 -0.73
H -1.97 1.59 1.00
H -1.19 2.38 -0.27
H -0.42 -0.19 1.00
H -2.35 0.58 -0.93
H -1.42 -0.25 -2.04
H -1.34 -2.44 -1.00
H 0.97 1.94 -0.13
H 0.78 1.29 -1.68
H 2.06 -0.46 0.33
H 3.87 0.48 -1.63
H 3.95 0.67 -0.06
H 2.84 1.82 -0.66
H 0.94 0.22 1.97
H 1.01 -0.36 3.43
O 0.97 -0.54 2.49
*
```

As for the HOMO energy: -8.457 eV. The calculation puts the HOMO-LUMO gap at 9.3037 eV. Its structure (SMILES) is CNC[C@@H](N)CS.O. As for the molar mass: 138.2 g mol⁻¹.



Which of them is most stable? Easy: *w*.